The following is a DFT calculation (ωB97M-V with the def2-TZVPD basis set) of a molecular structure, C11H32N2O5P2Sr at a distorted geometry.

Output
Frontier orbital gap (alpha / beta), hartree: 0.1461 / 0.1753
HOMO level (alpha / beta), eV: -5.5 / -6.3
ΔE to the lowest compared entry with this formula, charge and spin, kJ/mol: 858.18

Structure (ORCA input):
```
! RIJCOSX wB97M-V def2-TZVPD def2/J DEFGRID3
* xyz 0 1
O -2.454 -0.358 3.749
H -2.845 0.027 2.936
Sr -0.086 -0.080 -0.024
N -0.221 -2.049 -1.522
N -0.418 0.303 -2.628
O -0.020 -3.334 -0.893
O -0.713 1.583 -3.207
C -0.374 -2.087 -2.842
C -0.529 -0.713 -3.480
C -0.362 -3.334 -3.709
C -0.738 -0.595 -4.977
H -0.548 -4.193 -3.050
H 0.636 -3.430 -4.182
H -1.145 -3.249 -4.488
H -0.504 0.438 -5.270
H -1.792 -0.830 -5.214
H -0.073 -1.310 -5.497
H -0.285 -3.222 0.048
H -0.718 2.207 -2.448
O 2.220 -0.046 -1.413
H 1.964 -0.822 -0.870
H 1.432 0.236 -1.954
C -2.529 0.098 -0.311
H -3.248 -0.131 0.488
H -2.355 -0.628 -1.134
H -2.290 1.141 -0.606
O -1.566 -3.602 2.258
H -1.886 -3.004 2.979
H -1.797 -3.107 1.446
C 1.632 -1.778 2.207
P 0.643 -0.257 2.534
C 1.006 -0.282 4.283
C -0.520 1.399 2.440
C 0.134 2.694 2.003
P 0.572 2.783 0.218
C 0.617 4.579 0.058
C 2.299 2.163 0.382
H 1.454 -2.491 3.040
H 2.701 -1.471 2.241
H 1.436 -2.317 1.256
H 2.111 -0.251 4.351
H 0.528 0.550 4.819
H 0.638 -1.255 4.655
H -1.363 1.160 1.762
H -0.869 1.506 3.476
H -0.616 3.492 2.135
H 1.041 2.934 2.583
H 1.193 4.990 0.897
H 1.061 4.863 -0.906
H -0.416 4.957 0.107
H 2.835 2.857 1.041
H 2.344 1.153 0.835
H 2.783 2.112 -0.605
*
```

Löwdin atomic charge list, values in e, 4 entries: O -0.45; H -0.14; Sr 1.10; N -0.09